# C55H42ClOOsP2S

C55H42ClOOsP2S as an isolated structure (the ωB97M-V functional and the def2-TZVPD basis, OMol25).

```
! RIJCOSX wB97M-V def2-TZVPD def2/J DEFGRID3
* xyz 3 1
Os -0.1340 0.1091 -0.0517
O 1.7267 -1.6578 -0.2884
S 1.9786 -0.1935 -0.1056
C 3.0467 0.0182 1.2730
C 4.3112 0.5514 1.1232
C 5.2717 0.4844 2.1470
C 4.9515 -0.1935 3.2974
C 5.7598 -0.5347 4.5204
C 4.7878 -1.3227 5.4396
C 3.4816 -1.3490 4.6928
C 2.2545 -1.8798 5.0066
C 1.1913 -1.6639 4.1152
C 1.3337 -0.9975 2.9051
P -0.2077 -0.4626 2.1452
C -1.3292 -1.8814 2.1133
C -1.0249 -2.9180 1.2181
C -1.8608 -4.0197 1.1258
C -2.9959 -4.0980 1.9235
C -3.2863 -3.0826 2.8291
C -2.4537 -1.9765 2.9334
C -0.8907 0.7837 3.2571
C -2.1697 1.2824 3.0047
C -2.7062 2.2752 3.8050
C -1.9676 2.7802 4.8694
C -0.6976 2.2885 5.1258
C -0.1528 1.2973 4.3196
C 2.6227 -0.5519 2.5066
C 3.6413 -0.6939 3.4571
C 2.7874 0.5626 -1.4482
C 3.8318 -0.1481 -2.0073
C 4.6358 0.3877 -3.0172
C 4.3835 1.6800 -3.4111
C 5.0866 2.5443 -4.4198
C 4.3236 3.8916 -4.3951
C 3.2261 3.6933 -3.3875
C 2.2306 4.5305 -2.9584
C 1.3148 4.0322 -2.0232
C 1.3615 2.7557 -1.4747
P -0.1001 2.4041 -0.4429
C -1.5244 2.5553 -1.5488
C -1.4062 2.3015 -2.9136
C -2.5407 2.3006 -3.7197
C -3.7842 2.5641 -3.1690
C -3.9059 2.8189 -1.8042
C -2.7855 2.8024 -0.9913
C -0.1775 3.6888 0.8109
C 0.5609 3.4930 1.9746
C 0.6557 4.5119 2.9083
C 0.0041 5.7177 2.6890
C -0.7388 5.9125 1.5319
C -0.8248 4.9048 0.5844
C 2.4238 1.8808 -1.8657
C 3.3070 2.3969 -2.8400
H 4.5918 1.0020 0.1810
H 6.2508 0.9168 1.9905
H 6.1344 0.3692 5.0019
H 6.6349 -1.1252 4.2477
H 4.6697 -0.8482 6.4140
H 5.1410 -2.3371 5.6292
H 2.0811 -2.4172 5.9294
H 0.2045 -2.0077 4.4082
H -0.1137 -2.8792 0.6281
H -1.6121 -4.8308 0.4532
H -3.6382 -4.9671 1.8644
H -4.1512 -3.1634 3.4748
H -2.6776 -1.2009 3.6538
H -2.7604 0.8666 2.1986
H -3.7052 2.6469 3.6150
H -2.3903 3.5496 5.5016
H -0.1275 2.6712 5.9624
H 0.8371 0.9168 4.5370
H 4.0291 -1.1505 -1.6407
H 5.4366 -0.1995 -3.4456
H 5.0674 2.0767 -5.4049
H 6.1379 2.6637 -4.1557
H 3.9107 4.1505 -5.3706
H 4.9692 4.7203 -4.1019
H 2.1266 5.5407 -3.3313
H 0.5078 4.6907 -1.7233
H -0.4329 2.1236 -3.3562
H -2.4455 2.1144 -4.7812
H -4.6610 2.5912 -3.8025
H -4.8754 3.0557 -1.3835
H -2.8766 3.0207 0.0684
H 1.0710 2.5507 2.1331
H 1.2421 4.3694 3.8064
H 0.0798 6.5125 3.4193
H -1.2421 6.8549 1.3614
H -1.3959 5.0688 -0.3212
Cl -8.0513 -1.7310 -0.5508
C -6.3973 -1.4392 -0.5414
C -5.9134 -0.2711 0.0910
C -4.5778 -0.0321 0.0999
C -3.6642 -0.9517 -0.5233
C -2.3211 -0.7348 -0.5310
C -4.1978 -2.1278 -1.1593
C -5.5351 -2.3643 -1.1665
H -6.6175 0.4097 0.5490
H -4.1873 0.8653 0.5613
H -1.6991 -1.4330 -1.0847
H -2.0472 0.2785 -0.0615
H -3.5144 -2.8245 -1.6297
H -5.9520 -3.2424 -1.6407
*
```

Computed properties:
* E_LUMO: -10.2641 eV
* gap between HOMO and LUMO: 4.88 eV
* energy: -3827.15635 a.u.
* M: 1038.6 g mol⁻¹